Density functional theory data (wB97M-V/def2-TZVPD) for the molecule C25H26N2O4.

Geometry as XYZ:
```
57
C25H26N2O4 | the Open Molecules 2025 dataset | wB97M-V/def2-TZVPD
O -2.86 -2.31 1.88
C -2.04 -1.42 1.81
C -1.86 -0.66 0.49
O -0.49 -0.63 0.13
C -0.15 -0.35 -1.15
C 1.22 -0.47 -1.45
C 1.68 -0.23 -2.72
C 0.80 0.14 -3.75
C 1.20 0.38 -5.12
C 0.27 0.79 -6.01
C -1.13 0.95 -5.63
O -2.01 1.32 -6.38
O -1.47 0.67 -4.34
C -0.55 0.29 -3.43
C -1.03 0.05 -2.14
C 0.58 1.10 -7.45
C 2.07 1.31 -7.67
C 2.84 0.17 -7.02
C 2.64 0.19 -5.51
N -1.27 -1.05 2.85
C -0.38 0.08 2.93
C -0.83 1.02 4.07
N -0.90 0.32 5.33
C 0.24 0.23 6.12
C 0.63 -0.95 6.77
C 1.74 -0.97 7.60
C 2.49 0.16 7.81
C 2.11 1.34 7.19
C 1.01 1.38 6.36
C -1.81 -0.80 5.22
C -1.38 -1.77 4.11
H -2.27 0.36 0.58
H -2.44 -1.21 -0.25
H 1.89 -0.76 -0.66
H 2.73 -0.33 -2.92
H -2.08 0.18 -1.96
H 0.00 1.97 -7.75
H 0.23 0.26 -8.06
H 2.28 1.36 -8.73
H 2.38 2.26 -7.21
H 3.90 0.24 -7.25
H 2.47 -0.78 -7.42
H 3.01 -0.74 -5.08
H 3.22 1.01 -5.07
H -0.34 0.62 1.99
H 0.63 -0.29 3.16
H -0.14 1.86 4.13
H -1.83 1.41 3.84
H 0.08 -1.86 6.63
H 2.01 -1.90 8.08
H 3.36 0.14 8.45
H 2.68 2.25 7.35
H 0.72 2.32 5.92
H -1.88 -1.32 6.17
H -2.79 -0.40 4.97
H -2.12 -2.56 3.97
H -0.41 -2.21 4.34
```

HOMO: -7.872 eV
structure (SMILES): O=C(COc1ccc2c3c(c(=O)oc2c1)CCCC3)N1CCN(c2ccccc2)CC1
charge: 0
molecular weight: 418.5 g/mol
frontier orbital gap: 8.15 eV

natural (NBO) atomic charge list, values in e, 8 entries: -0.620, 0.662, -0.160, -0.494, 0.339, -0.275, -0.146, -0.192



Density functional theory data (wB97M-V/def2-TZVPD) for a structure of composition C39H48N4P3PdS2.

Geometry as XYZ:
```
97
C39H48N4P3PdS2 | the Open Molecules 2025 dataset | wB97M-V/def2-TZVPD
Pd -0.01 -0.18 0.33
C 1.90 -3.89 2.66
C 0.77 -2.98 2.19
C 0.60 -1.81 3.15
P 0.85 -2.44 0.42
C 0.05 -3.78 -0.55
C 0.41 -5.21 -0.11
C -1.47 -3.64 -0.52
C 2.57 -2.28 -0.23
C 3.33 -3.56 -0.55
C 3.42 -1.34 0.63
H 1.69 -4.21 3.68
H 2.86 -3.37 2.69
H 2.02 -4.78 2.05
H -0.16 -3.55 2.20
H 1.48 -1.17 3.19
H 0.42 -2.20 4.16
H -0.26 -1.17 2.90
H 0.40 -3.63 -1.57
H 0.01 -5.43 0.88
H 1.48 -5.41 -0.09
H -0.05 -5.91 -0.80
H -1.85 -3.71 0.50
H -1.93 -4.44 -1.11
H -1.81 -2.69 -0.94
H 2.37 -1.77 -1.18
H 3.52 -4.17 0.34
H 4.30 -3.29 -0.96
H 2.83 -4.18 -1.29
H 3.80 -1.85 1.51
H 2.87 -0.46 0.97
H 4.28 -1.02 0.05
C -3.82 -0.11 -0.02
P -2.17 0.10 -0.77
C -2.33 -0.45 -2.48
C -3.41 -0.04 -3.26
C -3.56 -0.49 -4.56
C -2.62 -1.36 -5.10
C -1.54 -1.78 -4.33
C -1.40 -1.32 -3.03
C -2.03 1.91 -0.79
C -2.15 2.69 -1.94
C -2.08 4.07 -1.86
C -1.88 4.69 -0.63
C -1.75 3.93 0.52
C -1.83 2.54 0.44
P -4.54 -1.82 0.14
C -4.38 -2.08 1.95
C -4.07 -3.36 2.38
C -3.94 -3.65 3.73
C -4.11 -2.64 4.67
C -4.44 -1.35 4.25
C -4.57 -1.08 2.90
C -6.30 -1.35 -0.04
C -6.71 -0.81 -1.25
C -8.04 -0.51 -1.48
C -8.99 -0.76 -0.49
C -8.59 -1.32 0.71
C -7.25 -1.61 0.94
H -4.50 0.52 -0.60
H -3.73 0.36 0.97
H -4.16 0.64 -2.85
H -4.40 -0.16 -5.15
H -2.74 -1.72 -6.11
H -0.81 -2.46 -4.75
H -0.55 -1.65 -2.44
H -2.27 2.22 -2.91
H -2.18 4.66 -2.76
H -1.83 5.77 -0.57
H -1.59 4.40 1.47
H -1.74 1.96 1.35
H -3.95 -4.16 1.65
H -3.71 -4.65 4.05
H -4.01 -2.86 5.72
H -4.59 -0.57 4.98
H -4.85 -0.08 2.60
H -5.99 -0.65 -2.05
H -8.35 -0.09 -2.42
H -10.03 -0.53 -0.66
H -9.32 -1.53 1.48
H -6.96 -2.05 1.89
N 1.05 1.07 1.67
C 0.94 2.06 2.29
N 1.00 3.19 2.85
C 0.42 3.42 4.02
N -0.05 3.69 5.03
S 1.07 0.61 -1.73
C 1.79 2.13 -1.37
N 2.54 2.43 -0.34
C 2.88 3.84 -0.18
C 2.76 4.47 -1.57
S 1.57 3.42 -2.48
H 2.57 1.78 0.44
H 3.90 3.92 0.20
H 2.20 4.30 0.54
H 3.71 4.48 -2.11
H 2.36 5.48 -1.52
```

HOMO (spin up / spin down): -10.674 / -10.673 eV
2S+1: 3
charge: +1
molecular weight: 836.3 g/mol
frontier orbital gap (spin up / spin down): 8.25 / 5.99 eV
<S²>: 2.008

Löwdin atomic charge list, values in e, 8 entries: 0.464, -0.089, -0.518, -0.133, 1.023, -0.527, -0.097, -0.140



Density functional theory data (wB97M-V/def2-TZVPD) for a cluster of 2 separate species, C2H6FNO in total at a distorted geometry.

Geometry as XYZ:
```
11
C2H6FNO | the Open Molecules 2025 dataset | wB97M-V/def2-TZVPD
C -1.10 -0.51 -0.26
C 0.45 1.39 -0.70
N 0.46 -1.26 1.29
O -0.20 -1.44 0.08
F -0.38 2.33 -0.06
H -1.89 -0.05 0.35
H -1.34 -0.61 -1.32
H 1.47 1.42 -0.25
H 0.45 1.43 -1.72
H 1.13 -0.48 1.20
H 0.95 -2.22 1.39
```

HOMO (spin up / spin down): -7.722 / -8.144 eV
charge: 0
molecular weight: 79.1 g/mol
frontier orbital gap (spin up / spin down): 8.27 / 8.84 eV

natural (NBO) atomic charge list, values in e, 8 entries: -0.009, -0.053, -0.522, -0.378, -0.391, 0.189, 0.182, 0.139



Density functional theory data (wB97M-V/def2-TZVPD) for a cluster of 2 separate species, C3H9NO2P2 in total at a distorted geometry.

Geometry as XYZ:
```
17
C3H9NO2P2 | the Open Molecules 2025 dataset | wB97M-V/def2-TZVPD
C -1.47 1.24 0.50
C -0.38 -1.77 0.31
C -1.44 0.47 -0.81
N -0.57 0.87 -1.82
O -0.28 1.91 0.79
O -2.35 1.22 1.30
P 2.14 -0.45 1.42
P 1.07 -1.11 -0.41
H -0.58 -1.57 1.39
H -1.10 -2.45 -0.08
H -2.09 -0.35 -1.08
H 0.18 1.44 -1.58
H -0.05 2.36 1.59
H -0.73 0.50 -2.77
H 3.51 -0.75 1.13
H 2.34 0.84 1.09
H 1.80 -2.37 -0.96
```

HOMO (spin up / spin down): -6.445 / -8.493 eV
2S+1: 3
charge: 0
molecular weight: 153.1 g/mol
frontier orbital gap (spin up / spin down): 7.20 / 7.63 eV
<S²>: 2.013

natural (NBO) atomic charge list, values in e, 8 entries: 0.702, -0.738, -0.103, -0.766, -0.780, -0.581, 0.024, 0.282



Density functional theory data (wB97M-V/def2-TZVPD) for a structure of composition C19H15AsCl6MoN3O2.

Geometry as XYZ:
```
47
C19H15AsCl6MoN3O2 | the Open Molecules 2025 dataset | wB97M-V/def2-TZVPD
Mo 0.19 0.81 0.21
C -2.01 -2.11 -2.96
As -0.40 -1.98 -1.93
C 1.06 -1.60 -3.11
C -0.11 -3.61 -0.99
O -0.65 -0.72 -0.84
H -1.92 -2.94 -3.67
H -2.16 -1.18 -3.50
H -2.84 -2.29 -2.29
H 1.06 -2.34 -3.91
H 2.00 -1.65 -2.57
H 0.92 -0.61 -3.53
H -0.04 -4.42 -1.72
H -0.93 -3.78 -0.30
H 0.83 -3.53 -0.43
Cl 1.38 2.25 -1.70
C 2.58 1.00 -1.36
C 2.13 0.14 -0.38
C 2.99 -0.90 -0.05
Cl 2.52 -2.05 1.15
C 4.23 -1.05 -0.69
Cl 5.27 -2.34 -0.27
C 4.62 -0.14 -1.68
Cl 6.13 -0.31 -2.46
C 3.78 0.92 -2.03
Cl 4.20 2.06 -3.23
Cl -0.17 3.77 1.33
C -1.38 2.59 1.74
C -1.72 2.43 3.07
C -2.66 1.48 3.41
C -3.25 0.68 2.43
C -2.89 0.83 1.11
C -1.96 1.82 0.72
C -1.46 1.89 -0.65
H -1.25 3.04 3.82
H -2.94 1.36 4.45
H -3.98 -0.07 2.71
H -3.32 0.19 0.35
H -1.20 2.89 -0.99
H -2.02 1.32 -1.38
O 0.96 0.84 2.29
N 0.12 -0.10 2.04
C -0.29 -0.98 2.88
C 0.15 -0.99 4.24
N 0.50 -0.99 5.34
C -1.19 -1.97 2.37
N -1.89 -2.76 1.91
```

HOMO (spin up / spin down): -11.613 / -12.148 eV
2S+1: 3
charge: +1
molecular weight: 700.9 g/mol
frontier orbital gap (spin up / spin down): 7.58 / 7.88 eV
<S²>: 2.036

natural (NBO) atomic charge list, values in e, 8 entries: 1.150, -0.989, 1.999, -0.994, -0.997, -1.099, 0.262, 0.261



Density functional theory data (wB97M-V/def2-TZVPD) for a cluster of 2 separate species, C13H16BrClF4N2O3S in total at a distorted geometry.

Geometry as XYZ:
```
41
C13H16BrClF4N2O3S | the Open Molecules 2025 dataset | wB97M-V/def2-TZVPD
C 2.00 1.77 -0.41
C 1.16 1.30 -1.11
C -0.07 0.71 -1.65
C -0.28 -0.71 -1.08
C 0.99 -1.54 -0.86
C 2.11 -1.65 -1.88
O 3.11 -2.23 -1.61
Br 1.99 -0.85 -3.66
N -0.75 -0.45 0.33
C -2.12 -0.44 0.42
O -2.81 0.31 1.06
C -2.53 -1.63 -0.47
F -2.21 -2.74 0.29
C -4.04 -1.67 -0.71
F -4.66 -1.80 0.47
F -4.40 -2.73 -1.47
F -4.49 -0.56 -1.29
C -1.55 -1.49 -1.66
Cl -2.23 -0.62 -3.05
C -1.31 -2.94 -2.17
N -0.47 -3.04 -3.36
H 2.82 2.14 0.17
H -0.93 1.32 -1.38
H -0.02 0.71 -2.73
H 0.74 -2.56 -0.58
H 1.49 -1.10 0.00
H -0.38 0.40 0.75
H -2.30 -3.33 -2.42
H -0.91 -3.55 -1.36
H 0.45 -3.40 -3.13
H -0.87 -3.69 -4.02
C 3.18 3.28 4.78
S 2.00 2.63 3.59
O 2.77 2.28 2.37
C 1.19 4.20 3.25
H 3.83 2.45 5.08
H 3.78 4.06 4.31
H 2.65 3.67 5.64
H 1.93 4.92 2.89
H 0.72 4.57 4.16
H 0.44 4.02 2.49
```

HOMO: -9.442 eV
charge: 0
molecular weight: 471.7 g/mol
frontier orbital gap: 9.95 eV

natural (NBO) atomic charge list, values in e, 8 entries: -0.180, -0.081, -0.518, 0.151, -0.552, 0.537, -0.497, -0.016